Entry 1:
{
  "formula": "C20H51N3NbORbSi4Te",
  "method": "the ωB97M-V functional and the def2-TZVPD basis",
  "elements": ["N", "C", "O", "Rb", "Nb", "N", "N", "C", "C", "C", "C", "C", "C", "C", "C", "H", "H", "H", "H", "H", "H", "H", "H", "H", "H", "H", "H", "H", "H", "H", "H", "H", "H", "C", "H", "H", "H", "C", "H", "H", "H", "C", "Si", "C", "C", "Si", "Te", "Si", "C", "C", "C", "Si", "C", "C", "C", "H", "H", "H", "H", "H", "H", "H", "H", "H", "H", "H", "H", "H", "H", "H", "H", "H", "H", "H", "H", "H", "H", "H", "H", "H", "H", "H"],
  "xyz": [[-2.1368, -0.5886, -1.9662], [-3.1597, -0.9822, -1.4400], [-4.1643, -1.1878, -0.8489], [-2.8639, 2.0762, -0.2350], [-0.1476, -0.0802, -2.1612], [0.2584, 1.7396, -2.8541], [0.9299, -1.5009, -3.0165], [-0.3796, 2.5310, -3.9039], [0.2487, -2.4921, -3.8688], [-0.0631, 4.0176, -3.7194], [0.1986, 2.0878, -5.2463], [-1.8846, 2.3315, -3.8518], [-0.4294, -3.5190, -2.9722], [1.2639, -3.1867, -4.7656], [-0.7963, -1.8051, -4.7268], [-0.3670, 4.3821, -2.7339], [-0.6193, 4.5826, -4.4775], [1.0005, 4.2400, -3.8613], [1.2891, 2.2161, -5.2691], [-0.2467, 2.6944, -6.0469], [-0.0226, 1.0346, -5.4514], [-2.1877, 1.2786, -3.8599], [-2.3195, 2.8164, -4.7351], [-2.3178, 2.8222, -2.9671], [0.2955, -3.9847, -2.2968], [-0.8869, -4.2926, -3.6045], [-1.2169, -3.0616, -2.3656], [1.9537, -3.8199, -4.1997], [1.8368, -2.4645, -5.3507], [0.7184, -3.8327, -5.4607], [-1.2863, -2.5824, -5.3265], [-0.3338, -1.0981, -5.4234], [-1.5702, -1.3040, -4.1300], [1.6586, 2.0764, -2.5387], [2.0985, 1.3463, -1.8394], [2.2790, 2.1072, -3.4495], [1.6969, 3.0577, -2.0386], [2.2526, -1.8583, -2.4794], [2.5482, -1.1737, -1.6716], [2.2558, -2.8863, -2.0792], [3.0100, -1.7729, -3.2775], [3.4395, 0.2491, 2.4161], [2.0018, 1.1039, 3.3063], [2.2283, 1.0202, 5.1828], [1.8934, 2.8941, 2.7013], [-0.0432, 0.0208, 2.8883], [0.4077, 0.1546, 0.3840], [-0.0319, -2.2878, 3.3015], [-0.1364, -2.4325, 5.1836], [-1.5203, -3.0811, 2.4504], [1.5560, -3.0778, 2.6472], [-1.9628, 1.1872, 3.5625], [-1.8030, 1.2305, 5.4424], [-1.9384, 2.9757, 2.9526], [-3.4722, 0.1917, 3.0246], [4.3715, 0.7922, 2.6454], [3.3243, 0.2471, 1.3228], [3.5743, -0.7946, 2.7336], [3.1717, 1.5244, 5.4443], [1.4160, 1.5230, 5.7270], [2.2913, -0.0157, 5.5465], [1.7058, 2.9618, 1.6200], [1.1045, 3.4655, 3.2115], [2.8540, 3.3974, 2.8999], [-1.0643, -2.0003, 5.5853], [-0.1177, -3.4997, 5.4545], [0.7112, -1.9435, 5.6862], [-1.4787, -2.9596, 1.3585], [-1.5244, -4.1625, 2.6639], [-2.4781, -2.6656, 2.7947], [1.6708, -2.9410, 1.5624], [2.4597, -2.6797, 3.1307], [1.5212, -4.1623, 2.8408], [-0.9190, 1.8009, 5.7661], [-2.6951, 1.7318, 5.8505], [-1.7425, 0.2276, 5.8892], [-1.7459, 3.1283, 1.8764], [-2.8938, 3.4596, 3.2081], [-1.1374, 3.5214, 3.4667], [-3.5190, -0.0140, 1.9399], [-3.4853, -0.7873, 3.5285], [-4.3867, 0.7320, 3.3137]],
  "forces_ev_per_a": [[0.515, 0.037, -0.088], [-0.842, 0.658, 1.053], [1.673, -0.011, -1.204], [-0.223, 0.004, 0.008], [-0.924, -0.568, -0.194], [0.237, -1.522, 1.134], [-0.385, 1.644, 1.710], [0.410, 0.354, -0.278], [0.119, -0.438, 0.051], [-0.107, 0.238, -0.122], [-0.162, 0.003, -0.467], [-0.217, 0.191, -0.258], [-0.140, -0.437, -0.023], [0.045, -0.176, -0.266], [0.023, 0.064, -0.450], [0.010, -0.035, -0.024], [0.134, -0.055, 0.184], [-0.246, -0.069, 0.010], [-0.352, 0.029, -0.081], [0.245, -0.190, 0.105], [-0.012, 0.169, 0.036], [0.045, 0.055, -0.096], [-0.080, -0.197, 0.257], [0.121, -0.068, -0.180], [-0.145, -0.049, -0.125], [0.125, 0.074, 0.311], [0.051, -0.057, -0.073], [-0.108, 0.118, -0.103], [-0.010, -0.040, 0.002], [0.137, 0.064, 0.064], [-0.117, 0.312, 0.140], [-0.083, -0.074, 0.117], [0.021, -0.088, -0.225], [0.048, 0.138, -0.311], [-0.094, 0.137, -0.228], [-0.139, -0.035, 0.376], [0.053, -0.364, -0.025], [0.428, 0.108, -0.388], [-0.151, -0.192, -0.194], [-0.033, 0.388, -0.095], [-0.216, -0.144, 0.360], [-0.018, -0.052, 0.052], [0.503, 0.273, 0.275], [0.078, 0.065, -0.115], [0.013, 0.041, 0.066], [0.153, -0.167, 0.341], [0.112, 0.102, -1.264], [-0.007, -0.524, 0.135], [-0.007, -0.060, -0.083], [-0.024, -0.020, 0.065], [-0.007, 0.061, 0.027], [0.221, -0.189, 0.321], [-0.124, 0.034, -0.058], [-0.176, 0.083, -0.240], [-0.155, 0.223, -0.100], [-0.288, -0.144, -0.024], [0.017, 0.060, 0.282], [-0.034, 0.313, -0.032], [-0.247, -0.134, -0.007], [0.225, -0.114, -0.154], [0.001, 0.260, -0.124], [0.066, -0.081, 0.229], [0.254, -0.157, -0.069], [-0.289, -0.130, -0.042], [0.219, -0.151, -0.119], [-0.011, 0.284, -0.016], [-0.214, -0.142, -0.159], [0.055, -0.018, 0.211], [-0.023, 0.310, -0.065], [0.270, -0.149, -0.050], [-0.066, -0.010, 0.221], [-0.290, -0.134, -0.072], [-0.002, 0.309, -0.031], [-0.281, -0.145, -0.137], [0.245, -0.142, -0.014], [-0.050, 0.281, -0.148], [0.035, -0.036, 0.472], [0.243, -0.019, -0.069], [-0.221, -0.119, -0.047], [0.021, 0.021, 0.337], [0.016, 0.353, -0.128], [0.132, -0.214, -0.088]],
  "e_lumo_ha": -0.26561,
  "e_homo_ev": -13.403,
  "total_charge": 2,
  "homo_lumo_gap_ev": 6.2
}

***

Entry 2:
{
  "formula": "C4H9NOS",
  "method": "the ωB97M-V functional and the def2-TZVPD basis",
  "elements": ["O", "C", "C", "C", "C", "S", "N", "H", "H", "H", "H", "H", "H", "H", "H", "H"],
  "xyz": [[1.0459, -1.7620, -2.3608], [0.7051, -1.7788, -1.1891], [0.7030, -0.6332, -0.1399], [-0.7010, 0.0042, 0.0071], [-0.7448, 1.2425, 0.9478], [-2.1469, 1.7858, 1.9476], [1.8279, 0.2611, -0.3489], [0.4786, -2.7868, -0.8609], [0.8548, -1.2857, 0.8195], [-1.2877, -0.8237, 0.4246], [-1.1712, 0.2929, -0.9427], [0.0093, 0.9382, 1.7100], [-0.6537, 2.1225, 0.4525], [-3.0941, 1.1573, 1.2169], [1.5290, 1.1345, -0.6885], [2.6459, 0.1311, -0.9952]],
  "forces_ev_per_a": [[-0.277, 1.401, 1.752], [0.250, -0.801, -2.276], [1.436, -1.641, 0.296], [-1.028, -0.013, -0.352], [0.485, -4.244, 2.323], [-0.204, -0.951, -0.450], [0.703, 0.606, -0.031], [-0.555, -0.336, 1.022], [-0.019, 1.397, -1.186], [-0.214, 0.312, -0.046], [0.359, -0.230, -0.007], [0.036, 1.436, -0.287], [1.508, 2.939, -1.618], [-0.319, 0.110, 0.118], [-0.767, 1.382, -0.191], [-1.393, -1.367, 0.932]],
  "spin_multiplicity": 2,
  "s2": 0.7532,
  "e_lumo_ha": [-0.16499, -0.34643],
  "e_homo_ev": [-12.827, -12.805],
  "total_charge": 1,
  "homo_lumo_gap_ev": [8.3, 3.4]
}

***

Entry 3:
{
  "formula": "C15H32BaN4O9",
  "method": "the ωB97M-V functional and the def2-TZVPD basis",
  "elements": ["Ba", "C", "C", "C", "O", "C", "C", "C", "O", "O", "O", "H", "H", "C", "O", "N", "N", "H", "H", "H", "H", "C", "C", "C", "O", "C", "N", "H", "H", "H", "H", "H", "H", "H", "H", "H", "H", "H", "C", "C", "C", "O", "C", "N", "H", "H", "H", "H", "H", "H", "H", "H", "H", "H", "H", "O", "H", "H", "O", "H", "H"],
  "xyz": [[-0.1840, -0.0860, -0.1513], [4.9944, 1.9595, 1.6978], [3.6470, 1.5871, 1.2147], [3.5525, 0.3621, 0.2250], [2.4433, -0.1436, -0.0412], [4.7832, -0.3094, -0.2043], [5.9831, 0.1436, 0.2367], [6.0527, 1.3109, 1.1791], [7.1994, 1.7994, 1.5608], [7.0430, -0.4006, -0.3037], [2.6312, 2.1522, 1.6371], [4.9419, 2.7611, 2.4196], [4.6863, -1.1358, -0.8929], [0.7860, -3.0982, 1.4720], [0.4272, -2.6040, 0.4362], [0.9052, -2.4757, 2.5921], [1.0100, -4.3594, 1.6737], [1.2237, -3.1335, 3.2892], [0.9899, -1.4700, 2.6300], [0.7647, -5.0728, 1.0021], [1.6261, -4.6265, 2.4282], [-2.7635, 2.0486, -3.6238], [-1.7925, 1.2686, -2.8249], [-0.3997, 1.7802, -3.0190], [0.6185, 1.0432, -2.4580], [1.8840, 1.2448, -2.9318], [-2.1155, 1.4523, -1.4542], [-2.7439, 3.0866, -3.2918], [-3.7216, 1.5407, -3.7344], [-2.4300, 2.0607, -4.6614], [-1.7474, 0.1927, -2.9937], [-0.3097, 2.7721, -2.5759], [-0.2072, 1.9569, -4.0772], [2.3741, 2.0652, -2.4075], [1.8729, 1.4640, -3.9994], [2.4675, 0.3420, -2.7515], [-3.0911, 1.2721, -1.2648], [-2.0744, 2.4518, -1.3153], [-3.7945, 0.3997, 3.4896], [-2.8307, -0.1432, 2.3589], [-3.5704, -0.8188, 1.1910], [-2.5859, -1.3104, 0.2432], [-3.1711, -1.9596, -0.8907], [-2.0424, 0.8747, 1.9132], [-4.7378, -0.1408, 3.4110], [-4.0556, 1.4440, 3.3179], [-3.3462, 0.3322, 4.4809], [-2.1116, -0.8155, 2.8268], [-4.3357, -0.1769, 0.7547], [-4.0399, -1.7233, 1.5776], [-2.4269, -2.6832, -1.2234], [-3.2951, -1.3812, -1.8062], [-4.0558, -2.5910, -0.8088], [-2.6660, 1.3290, 1.2614], [-1.9723, 1.6047, 2.6076], [0.0929, -1.7066, -2.1267], [0.7359, -2.3802, -1.9053], [0.2855, -1.4808, -3.0367], [0.7593, 0.4116, 2.3181], [1.6095, 0.8497, 2.3564], [0.2270, 0.8631, 2.9732]],
  "forces_ev_per_a": [[1.730, 0.403, 1.191], [-6.893, -0.712, -1.200], [4.099, -0.235, 0.551], [3.704, -1.324, 0.354], [-2.412, 0.161, -0.564], [-5.185, 1.585, 0.720], [4.998, -1.615, -2.740], [6.238, 2.054, 1.774], [-1.818, -2.031, -1.448], [-2.344, 1.869, 2.313], [-2.025, 0.041, 0.150], [0.768, 0.014, -0.052], [0.121, -0.090, 0.029], [-0.466, 0.470, -0.442], [-1.070, 0.836, -2.853], [0.527, 1.840, 3.253], [0.821, -5.196, -0.525], [-0.073, 1.436, 0.776], [0.255, 0.237, 0.284], [0.293, 0.359, -0.009], [-0.243, -0.312, -0.414], [0.213, -0.336, -2.439], [0.695, -0.808, 0.090], [0.682, 2.008, -0.987], [-1.930, -1.797, 0.914], [2.070, 0.354, -0.521], [-0.541, 0.489, 2.228], [-0.612, -0.077, 0.088], [-0.309, 0.482, 0.734], [0.119, 0.236, -0.253], [-0.413, -0.175, -0.541], [-0.428, 0.643, 0.056], [0.008, -0.292, -0.328], [0.110, 0.109, 0.012], [0.004, -0.001, -0.195], [0.026, 0.079, 0.084], [-0.321, -0.484, -0.141], [0.269, 0.423, 0.422], [-0.279, -0.907, -1.135], [-1.933, -2.140, 2.668], [1.086, -1.228, 0.921], [-1.908, 0.452, -0.261], [1.309, -1.245, -0.985], [1.241, 3.619, -2.492], [-0.065, -0.154, 0.618], [0.150, 0.103, -0.213], [-0.112, -0.229, -0.099], [-0.526, -0.983, 0.068], [0.086, 0.263, -0.300], [-0.449, 0.132, 0.117], [0.302, -0.064, 0.186], [-0.219, 0.970, 0.361], [-0.348, 0.472, 1.059], [0.251, 0.828, -0.764], [0.534, 0.020, 0.396], [-0.289, -0.545, -0.865], [0.268, -0.414, 0.481], [0.087, 0.224, -0.268], [-1.225, -1.092, 0.712], [1.467, 1.170, -0.704], [-0.097, 0.105, 0.127]],
  "e_lumo_ha": -0.03335,
  "e_homo_ev": -5.038,
  "homo_lumo_gap_ev": 4.1
}

***

Entry 4:
{
  "formula": "C5H7N",
  "method": "the ωB97M-V functional and the def2-TZVPD basis",
  "elements": ["N", "C", "C", "C", "C", "C", "H", "H", "H", "H", "H", "H", "H"],
  "xyz": [[0.7500, -0.8283, 1.2524], [1.5613, -0.4909, 0.3971], [1.0875, 0.3543, -0.7677], [-0.2966, 0.9295, -0.6318], [-0.0500, -1.2637, 2.1377], [-1.3106, 0.6622, -1.4478], [1.1503, -0.2933, -1.6518], [1.8319, 1.1431, -0.9266], [-0.4573, 1.5876, 0.2232], [-0.2146, -0.6930, 3.0450], [-0.5631, -2.2050, 1.9717], [-1.1936, 0.0002, -2.3042], [-2.2953, 1.0972, -1.2973]],
  "forces_ev_per_a": [[0.164, 0.062, -0.244], [-0.444, -0.108, 0.333], [-0.015, 0.072, -0.145], [-0.104, -0.048, -0.056], [0.040, 0.013, -0.036], [0.107, 0.020, 0.072], [0.017, 0.093, 0.105], [-0.095, -0.104, 0.039], [0.014, -0.072, -0.140], [0.060, -0.058, -0.093], [0.080, 0.093, 0.036], [0.015, 0.086, 0.128], [0.160, -0.050, 0.002]],
  "e_lumo_ha": 0.03801,
  "e_homo_ev": -7.996,
  "homo_lumo_gap_ev": 9.0
}

***

Entry 5:
{
  "formula": "C2H6N2O2",
  "method": "the ωB97M-V functional and the def2-TZVPD basis",
  "elements": ["N", "C", "O", "H", "H", "H", "N", "C", "O", "H", "H", "H"],
  "xyz": [[-0.0252, -0.9879, 1.1974], [0.7030, -2.1173, 1.4838], [0.5124, -2.7936, 2.4699], [-0.8433, -0.8618, 1.8214], [0.4694, -0.1660, 0.8383], [1.5536, -2.2547, 0.7656], [-0.0682, 1.1694, -2.4662], [-0.2626, 1.8323, -1.2942], [-0.9351, 2.8562, -1.1489], [-0.5255, 1.5340, -3.2933], [0.5278, 0.3629, -2.5494], [0.2113, 1.3254, -0.4065]],
  "forces_ev_per_a": [[-0.685, 0.017, 0.281], [0.748, 0.868, 0.677], [-0.098, -0.320, -0.895], [1.054, 0.288, -0.573], [-0.566, -0.729, 0.210], [-0.438, -0.224, 0.402], [-0.259, 0.503, 0.104], [-0.890, 0.936, 0.645], [1.182, -1.761, -0.447], [0.200, -0.101, 0.188], [-0.117, 0.104, 0.149], [-0.130, 0.419, -0.741]],
  "e_lumo_ha": 0.01684,
  "e_homo_ev": -10.276,
  "smiles": "NC=O.NC=O",
  "homo_lumo_gap_ev": 10.7
}